[1]
A cluster of 2 separate species, C10H15N5 in total. Source: the Open Molecules 2025 dataset; level of theory: ωB97M-V with the def2-TZVPD basis set.

Relative energy (zero: lowest compared OMol25 entry of this formula, charge and spin) in kcal/mol: 167.4
Charge: 0
LUMO energy in hartree: 0.0017

Last column: natural (NBO) charge in e.
Cartesian coordinates (Å):
C -0.440 1.350 -0.607  0.096
C 0.274 0.141 -0.460  0.057
C -1.778 1.555 -1.156  -0.438
C -0.046 -1.290 -0.740  -0.445
C -2.744 1.510 0.012  -0.379
C -1.080 -1.878 0.300  -0.385
C -2.519 0.291 0.934  -0.419
C -2.478 -1.117 0.308  -0.408
C 3.088 -0.450 0.510  0.199
C 4.353 0.273 0.456  0.000
N 0.323 2.331 -0.158  -0.285
N 1.476 1.907 0.336  -0.104
N 1.426 0.628 0.124  -0.142
N 5.063 -0.936 0.273  -0.454
N 3.887 -0.617 -0.607  -0.249
H -1.909 2.482 -1.591  0.232
H -1.974 0.746 -1.884  0.202
H -0.597 -1.292 -1.742  0.217
H 0.918 -1.839 -0.859  0.227
H -2.462 2.394 0.643  0.221
H -3.810 1.502 -0.373  0.203
H -1.278 -3.037 0.155  0.221
H -0.620 -1.529 1.270  0.201
H -1.404 0.361 1.272  0.204
H -3.234 0.307 1.695  0.215
H -2.913 -1.115 -0.617  0.192
H -3.073 -1.948 0.865  0.208
H 2.812 -1.236 1.221  0.222
H 4.805 1.205 0.529  0.233
H 5.934 -0.700 -0.108  0.358

---

[2]
An isolated molecule of C25H29N3O4. Source: the Open Molecules 2025 dataset; level of theory: ωB97M-V with the def2-TZVPD basis set.

SMILES: CCOc1cc(N2CCOCC2)c(OCC)cc1NC(=O)c1cc(C)nc2ccccc12
Relative energy (zero: lowest compared OMol25 entry of this formula, charge and spin) in kcal/mol: 68.9
Charge: 0
LUMO energy in hartree: -0.0005

Last column: natural (NBO) charge in e.
Cartesian coordinates (Å):
C 2.359 2.094 -3.175  -0.644
C 0.923 1.841 -3.618  -0.056
O -0.043 2.448 -2.770  -0.540
C -0.097 1.945 -1.480  0.306
C 0.540 2.605 -0.448  -0.268
C 0.475 2.166 0.874  0.107
N 1.186 2.891 1.827  -0.453
C 0.855 4.289 2.024  -0.238
C 2.095 5.018 2.547  -0.072
O 2.556 4.436 3.744  -0.523
C 2.853 3.073 3.553  -0.073
C 1.630 2.287 3.065  -0.233
C -0.278 1.003 1.145  0.343
O -0.419 0.638 2.456  -0.520
C -0.812 -0.680 2.787  -0.058
C 0.265 -1.708 2.463  -0.645
C -0.908 0.336 0.103  -0.326
C -0.835 0.786 -1.209  0.081
N -1.521 0.199 -2.276  -0.606
C -2.018 -1.048 -2.481  0.653
O -2.661 -1.299 -3.482  -0.583
C -1.732 -2.102 -1.457  -0.064
C -2.771 -2.676 -0.770  -0.238
C -2.506 -3.702 0.165  0.242
C -3.629 -4.307 0.945  -0.645
N -1.301 -4.154 0.389  -0.425
C -0.263 -3.643 -0.302  0.134
C 1.023 -4.169 -0.062  -0.187
C 2.107 -3.676 -0.733  -0.202
C 1.955 -2.646 -1.673  -0.212
C 0.720 -2.118 -1.931  -0.197
C -0.416 -2.595 -1.251  -0.032
H 2.549 3.162 -3.112  0.212
H 3.043 1.656 -3.896  0.218
H 2.539 1.647 -2.199  0.217
H 0.742 2.289 -4.598  0.192
H 0.745 0.759 -3.688  0.161
H 1.113 3.488 -0.681  0.226
H 0.524 4.733 1.086  0.211
H 0.046 4.389 2.767  0.179
H 1.865 6.059 2.781  0.193
H 2.888 4.980 1.784  0.162
H 3.190 2.696 4.520  0.192
H 3.666 2.970 2.817  0.161
H 1.917 1.253 2.883  0.214
H 0.850 2.315 3.839  0.186
H -1.759 -0.945 2.301  0.166
H -0.986 -0.640 3.865  0.196
H 0.544 -1.645 1.413  0.218
H 1.151 -1.526 3.066  0.210
H -0.104 -2.709 2.664  0.226
H -1.518 -0.524 0.316  0.230
H -1.682 0.841 -3.047  0.425
H -3.784 -2.339 -0.928  0.229
H -4.348 -4.765 0.268  0.226
H -3.240 -5.063 1.621  0.236
H -4.149 -3.541 1.519  0.220
H 1.115 -4.966 0.659  0.227
H 3.092 -4.080 -0.548  0.217
H 2.822 -2.275 -2.200  0.216
H 0.603 -1.340 -2.671  0.213

---

[3]
A structure of composition C32H93BF3N3O21Pt. Source: the Open Molecules 2025 dataset; level of theory: ωB97M-V with the def2-TZVPD basis set.

Relative energy (zero: lowest compared OMol25 entry of this formula, charge and spin) in kcal/mol: 12.5
Charge: 0
<S²>: 2.00
Multiplicity: 3
LUMO energy (alpha / beta) in hartree: 0.0035 / 0.0035

Last column: Löwdin charge in e.
Cartesian coordinates (Å):
Pt -21.255 -17.168 -10.277  1.304
C -22.932 -19.923 -11.844  -0.367
O -22.105 -20.818 -12.634  -0.139
O -21.985 -19.001 -11.397  -0.264
C -24.319 -19.554 -12.413  -0.577
F -25.123 -18.850 -11.595  0.132
F -24.291 -18.939 -13.560  0.186
F -25.009 -20.693 -12.582  0.130
C -22.559 -22.220 -12.782  -0.209
C -21.379 -23.016 -13.257  -0.064
H -21.489 -24.096 -13.151  0.082
H -21.213 -22.776 -14.307  0.075
H -20.547 -22.686 -12.634  0.073
H -23.370 -22.176 -13.510  0.115
H -22.859 -22.657 -11.829  0.111
H -23.120 -20.569 -10.986  0.125
B -20.261 -15.695 -8.785  -0.479
H -19.843 -14.905 -8.181  0.010
H -20.449 -15.284 -9.766  -0.005
H -19.556 -16.509 -8.845  -0.022
H -21.218 -15.997 -8.387  -0.019
C -23.136 -18.540 -8.116  -0.175
C -21.736 -18.694 -7.553  -0.186
O -20.785 -18.765 -8.634  -0.151
O -23.214 -17.351 -8.962  -0.160
H -23.887 -18.413 -7.336  0.121
H -23.389 -19.465 -8.634  0.107
H -21.657 -19.587 -6.934  0.107
H -21.379 -17.903 -6.893  0.122
H -20.061 -19.342 -8.376  0.036
H -24.160 -17.194 -9.008  0.019
C -18.307 -20.942 -8.913  -0.208
C -18.915 -21.720 -10.138  -0.204
O -19.000 -23.068 -9.715  -0.072
O -19.181 -20.816 -7.828  -0.079
H -18.028 -19.962 -9.300  0.100
H -17.412 -21.442 -8.542  0.129
H -18.327 -21.632 -11.052  0.106
H -19.893 -21.302 -10.375  0.108
H -19.763 -23.178 -9.143  0.038
H -19.129 -21.622 -7.310  0.112
C -17.717 -17.396 -10.937  -0.164
C -17.513 -16.355 -12.087  -0.211
O -17.912 -16.767 -13.361  -0.086
O -19.075 -17.875 -10.887  -0.153
H -17.323 -16.878 -10.062  0.119
H -17.096 -18.275 -11.110  0.109
H -16.451 -16.163 -12.241  0.120
H -17.987 -15.422 -11.783  0.124
H -17.638 -17.666 -13.556  0.037
H -19.104 -18.501 -11.614  0.043
C -16.658 -18.681 -6.469  -0.255
C -17.850 -17.904 -7.158  -0.164
O -17.815 -16.427 -7.032  -0.096
O -15.504 -18.589 -7.225  -0.052
H -16.919 -19.718 -6.256  0.099
H -16.455 -18.331 -5.457  0.114
H -18.782 -18.200 -6.678  0.109
H -17.782 -18.108 -8.227  0.081
H -18.642 -16.085 -7.381  -0.001
H -14.773 -18.893 -6.681  0.089
C -23.510 -22.920 -7.105  -0.249
C -22.962 -22.904 -8.510  -0.195
O -21.538 -22.680 -8.554  -0.083
O -23.231 -21.687 -6.507  -0.055
H -23.192 -23.814 -6.567  0.124
H -24.598 -22.966 -7.068  0.124
H -23.325 -22.005 -9.009  0.103
H -23.211 -23.782 -9.106  0.127
H -21.352 -21.760 -8.354  0.059
H -22.397 -21.752 -6.036  0.088
C -22.751 -15.405 -12.204  -0.233
C -21.379 -15.223 -12.793  -0.211
O -20.590 -16.254 -12.274  -0.154
O -22.736 -15.394 -10.800  -0.158
H -23.194 -16.354 -12.506  0.117
H -23.415 -14.612 -12.547  0.122
H -20.986 -14.222 -12.611  0.130
H -21.440 -15.359 -13.873  0.109
H -20.019 -16.402 -13.031  0.068
H -22.667 -14.486 -10.494  0.013
C -19.066 -20.178 -13.987  -0.179
C -17.561 -20.508 -14.101  -0.163
O -16.836 -19.387 -13.541  -0.090
O -19.567 -19.989 -12.639  -0.103
H -19.639 -20.945 -14.508  0.112
H -19.371 -19.241 -14.454  0.094
H -17.233 -20.727 -15.118  0.116
H -17.362 -21.346 -13.434  0.116
H -16.162 -19.684 -12.925  0.095
H -20.526 -19.988 -12.615  0.033
C -23.053 -14.182 -6.779  -0.129
O -22.066 -13.677 -7.640  -0.150
H -23.157 -15.267 -6.816  0.071
H -22.786 -13.910 -5.758  0.083
H -23.992 -13.767 -7.145  0.070
H -21.466 -14.391 -7.865  -0.005
C -17.624 -12.877 -8.930  -0.142
O -18.957 -12.980 -9.425  -0.156
H -16.997 -12.391 -9.678  0.077
H -17.705 -12.406 -7.950  0.078
H -17.213 -13.872 -8.756  0.070
H -19.378 -13.723 -8.987  -0.019
C -17.966 -18.207 -16.853  -0.062
C -18.862 -17.038 -17.225  -0.430
C -20.118 -16.859 -16.274  -0.161
O -21.075 -17.876 -16.545  -0.173
C -22.081 -17.943 -15.598  -0.129
N -18.028 -15.895 -17.316  0.025
H -17.533 -17.922 -15.894  0.065
H -17.150 -18.428 -17.541  0.084
H -18.642 -19.053 -16.729  0.073
H -19.290 -17.213 -18.212  0.137
H -20.511 -15.849 -16.160  0.124
H -19.644 -17.136 -15.332  0.086
H -22.545 -16.967 -15.457  0.087
H -21.781 -18.303 -14.614  0.078
H -22.811 -18.671 -15.950  0.094
H -17.386 -16.053 -18.080  0.073
H -17.451 -15.691 -16.513  0.074
C -24.970 -12.327 -10.279  -0.057
C -23.607 -11.770 -10.453  -0.394
C -23.228 -10.535 -9.549  -0.173
O -23.872 -9.397 -10.122  -0.189
C -24.009 -8.386 -9.123  -0.110
N -22.577 -12.793 -10.275  0.056
H -25.639 -11.739 -10.908  0.083
H -25.401 -12.380 -9.279  0.078
H -24.981 -13.359 -10.628  0.066
H -23.512 -11.411 -11.478  0.139
H -22.150 -10.410 -9.651  0.129
H -23.620 -10.798 -8.567  0.124
H -24.688 -8.704 -8.332  0.084
H -24.362 -7.439 -9.532  0.083
H -23.018 -8.180 -8.720  0.084
H -21.692 -12.494 -10.657  0.097
H -22.352 -12.937 -9.301  0.053
C -26.207 -15.894 -7.635  -0.077
C -27.044 -16.713 -8.552  -0.375
C -27.891 -15.908 -9.625  -0.176
O -28.820 -15.072 -8.984  -0.192
C -29.670 -14.224 -9.696  -0.100
N -25.995 -17.454 -9.263  0.026
H -26.824 -15.203 -7.060  0.082
H -25.517 -15.240 -8.167  0.070
H -25.643 -16.541 -6.963  0.081
H -27.681 -17.433 -8.038  0.140
H -28.319 -16.652 -10.296  0.123
H -27.141 -15.352 -10.189  0.119
H -29.102 -13.639 -10.419  0.087
H -30.130 -13.596 -8.933  0.093
H -30.411 -14.844 -10.200  0.086
H -25.915 -18.434 -9.032  0.091
H -26.195 -17.391 -10.251  0.066